Record 1
A molecular structure, C16H13Cl2CoN2O3S3. Source: the Open Molecules 2025 dataset; level of theory: ωB97M-V/def2-TZVPD.

Geometry as XYZ:
```
40
C16H13Cl2CoN2O3S3 (ωB97M-V/def2-TZVPD)
Co -0.436 0.788 -0.764
O -0.902 -3.061 -1.287
C -0.122 -2.138 -1.122
O -0.256 -0.934 -1.537
C 1.152 -2.419 -0.333
C 1.725 -3.671 -0.492
C 2.861 -4.036 0.215
C 3.433 -3.148 1.123
C 2.872 -1.906 1.310
C 1.728 -1.514 0.583
S 1.116 0.056 0.965
H 1.255 -4.360 -1.180
H 3.292 -5.018 0.068
H 4.311 -3.431 1.689
H 3.303 -1.205 2.012
C 1.519 2.762 -4.997
O 0.208 2.633 -4.445
C 0.066 2.197 -3.206
S 1.378 1.742 -2.243
S -1.515 2.012 -2.636
H 1.382 3.196 -5.983
H 2.000 1.787 -5.075
H 2.138 3.411 -4.379
Cl -0.052 3.148 3.192
C 0.739 3.460 1.641
Cl -0.375 3.228 0.280
H 1.556 2.756 1.527
H 1.078 4.487 1.624
N -2.481 -3.159 3.542
C -2.628 -2.165 2.986
C -2.793 -0.917 2.305
C -3.527 0.131 2.857
C -3.648 1.298 2.128
C -2.989 1.404 0.915
N -2.242 0.424 0.403
C -2.183 -0.732 1.068
H -3.995 0.016 3.825
H -4.238 2.123 2.501
H -3.066 2.308 0.324
H -1.661 -1.553 0.597
```

The HOMO-LUMO gap (spin up / spin down) comes out at 7.46 / 5.45 eV. As for the net charge: 0. The HOMO energy (spin up / spin down) is -7.94 / -8.37 eV. Its spin multiplicity is 5. For the energy above the lowest of the compared OMol25 structures with the same formula, charge and spin, the calculation gives 2.7 kcal/mol. The LUMO energy (spin up / spin down) comes out at -0.01755 / -0.10736 Eh. The largest force on an atom is 0.8 eV/A.

---

Record 2
C2H10O3Si2 in the gas phase in a non-equilibrium geometry. Source: the Open Molecules 2025 dataset; level of theory: ωB97M-V/def2-TZVPD.

Geometry as XYZ:
```
17
C2H10O3Si2 (ωB97M-V/def2-TZVPD)
C 2.223 -1.515 -1.225
Si 0.846 -1.483 0.135
O -0.067 -0.148 0.051
Si -0.946 1.339 0.017
C -2.125 1.724 1.454
O -0.014 2.661 0.187
O -1.655 1.325 -1.438
H 2.653 -0.400 -1.321
H 2.878 -2.242 -0.905
H 1.827 -1.729 -2.135
H 0.080 -2.642 -0.038
H 1.517 -1.504 1.636
H -3.019 2.083 1.117
H -2.485 0.775 1.975
H -1.765 2.558 2.005
H 0.662 2.993 -0.315
H -1.410 0.635 -1.966
```

The HOMO-LUMO gap comes out at 10.94 eV. As for the net charge: 0. The HOMO energy is -10.42 eV. Its spin multiplicity is 1. For the energy above the lowest of the compared OMol25 structures with the same formula, charge and spin, the calculation gives 26.7 kcal/mol. The SMILES is C[SiH2]O[Si](C)(O)O. The LUMO energy comes out at 0.01927 Eh. The largest force on an atom is 5.6 eV/A.

---

Record 3
3 unconnected molecules or ions with the total composition C2H12N3O2 in a non-equilibrium geometry. Source: the Open Molecules 2025 dataset; level of theory: ωB97M-V/def2-TZVPD.

Geometry as XYZ:
```
19
C2H12N3O2 (ωB97M-V/def2-TZVPD)
C -0.213 -2.078 0.496
N 0.439 -0.811 0.094
C 0.546 -0.404 -1.178
N 0.898 0.856 -1.399
N 0.582 -1.314 -2.162
H -0.497 -2.028 1.536
H 0.446 -2.861 0.138
H -1.150 -2.141 -0.067
H 0.387 -0.028 0.719
H 0.892 1.521 -0.641
H 1.192 1.149 -2.325
H 1.166 -1.097 -2.946
H 0.362 -2.263 -1.973
H -2.561 0.087 2.052
H -2.224 1.536 2.053
O -1.827 0.674 1.910
H 1.060 3.511 1.011
H -0.108 3.017 1.625
O 0.610 2.675 1.054
```

The HOMO-LUMO gap comes out at 11.49 eV. As for the net charge: +1. The HOMO energy is -14.28 eV. Its spin multiplicity is 1. For the energy above the lowest of the compared OMol25 structures with the same formula, charge and spin, the calculation gives 8.5 kcal/mol. The LUMO energy comes out at -0.10278 Eh. The largest force on an atom is 2.2 eV/A.

---

Record 4
CH2FNO in the gas phase in a non-equilibrium geometry. Source: the Open Molecules 2025 dataset; level of theory: ωB97M-V/def2-TZVPD.

Geometry as XYZ:
```
6
CH2FNO (ωB97M-V/def2-TZVPD)
C 0.227 0.039 -1.068
N -0.829 0.116 1.283
O 0.019 0.064 0.244
F -0.079 -0.361 2.315
H 1.140 -0.534 -1.139
H -0.478 0.675 -1.635
```

The HOMO-LUMO gap (spin up / spin down) comes out at 9.52 / 8.69 eV. As for the net charge: 0. The HOMO energy (spin up / spin down) is -9.50 / -8.66 eV. Its spin multiplicity is 1. For the energy above the lowest of the compared OMol25 structures with the same formula, charge and spin, the calculation gives 168.3 kcal/mol. The LUMO energy (spin up / spin down) comes out at 0.00074 / 0.00077 Eh. The largest force on an atom is 2.6 eV/A.

---

Record 5
2 unconnected molecules or ions with the total composition O2 in a non-equilibrium geometry. Source: the Open Molecules 2025 dataset; level of theory: ωB97M-V/def2-TZVPD.

Geometry as XYZ:
```
2
O2 (ωB97M-V/def2-TZVPD)
O 0.000 0.000 0.998
O 0.000 0.000 -0.998
```

The HOMO-LUMO gap (spin up / spin down) comes out at 7.23 / 6.35 eV. As for the net charge: +1. The HOMO energy (spin up / spin down) is -24.03 / -22.61 eV. Its spin multiplicity is 2. For the energy above the lowest of the compared OMol25 structures with the same formula, charge and spin, the calculation gives 233.8 kcal/mol. The LUMO energy (spin up / spin down) comes out at -0.61737 / -0.59752 Eh. The largest force on an atom is 9.1 eV/A.

---

Record 6
C4H4N2O2 in the gas phase in a non-equilibrium geometry. Source: the Open Molecules 2025 dataset; level of theory: ωB97M-V/def2-TZVPD.

Geometry as XYZ:
```
12
C4H4N2O2 (ωB97M-V/def2-TZVPD)
C 0.055 1.733 0.084
C 0.385 0.397 -0.251
C 1.737 -0.068 -0.250
N 1.826 -1.370 0.014
O 0.692 -1.930 0.052
C -0.250 -0.858 0.026
N -1.444 -1.450 -0.088
O -2.328 -0.391 -0.232
H -1.043 1.995 0.435
H 0.766 2.484 0.191
H 2.651 0.439 -0.378
H -3.046 -0.981 0.395
```

The HOMO-LUMO gap comes out at 7.56 eV. As for the net charge: 0. The HOMO energy is -8.48 eV. Its spin multiplicity is 1. For the energy above the lowest of the compared OMol25 structures with the same formula, charge and spin, the calculation gives 160.6 kcal/mol. The SMILES is C=C1C=NO/C1=N/O. The LUMO energy comes out at -0.03357 Eh. The largest force on an atom is 7.2 eV/A.

---

Number 1: total energy -121103.3280 eV. Number 2: total energy -24138.2396 eV. Number 3: total energy -10828.7858 eV. Number 4: total energy -7317.6591 eV. Number 5: total energy -4068.7615 eV. Number 6: total energy -11281.5734 eV.